{
  "formula": "C28H49BO11S5",
  "method": "ωB97M-V with the def2-TZVPD basis set",
  "symbols": ["O", "C", "C", "B", "C", "C", "C", "C", "C", "C", "H", "H", "H", "H", "H", "H", "H", "H", "H", "C", "C", "C", "S", "O", "O", "C", "H", "H", "H", "H", "H", "H", "H", "H", "C", "C", "C", "S", "O", "O", "C", "H", "H", "H", "H", "H", "H", "H", "H", "C", "C", "C", "S", "O", "O", "C", "H", "H", "H", "H", "H", "H", "H", "H", "C", "C", "C", "S", "O", "O", "C", "H", "H", "H", "H", "H", "H", "H", "H", "C", "C", "C", "S", "O", "O", "C", "H", "H", "H", "H", "H", "H", "H", "H"],
  "coordinates": [[-0.512921, -2.078989, 8.172022], [-0.845822, -1.115788, 7.433495], [-1.879012, -1.373946, 6.241243], [-2.764755, -0.002669, 6.006558], [-2.040273, 1.095493, 5.021782], [-1.462975, 2.442523, 5.514191], [-0.760190, 3.368534, 4.479669], [-0.648072, 2.921023, 3.003345], [-1.255658, 1.569432, 2.498442], [-1.951447, 0.644925, 3.515184], [-0.395098, -0.070558, 7.604145], [-1.253115, -1.495386, 5.282151], [-2.521106, -2.305194, 6.363432], [-3.824241, 0.185247, 6.506367], [-1.551398, 2.744901, 6.607618], [-0.289577, 4.368517, 4.766582], [-0.121954, 3.557373, 2.217744], [-1.173993, 1.230025, 1.415521], [-2.411355, -0.363273, 3.203698], [4.468826, 2.071681, 6.318101], [3.129245, 1.351768, 6.487779], [2.079641, 2.410504, 6.830689], [2.648174, 3.937061, 6.090450], [2.958556, 4.873237, 7.145820], [1.782238, 4.281458, 4.983966], [4.178049, 3.284747, 5.444240], [5.222996, 1.423882, 5.866661], [4.841127, 2.394517, 7.295713], [2.860140, 0.856905, 5.548835], [3.179258, 0.581859, 7.260931], [1.100513, 2.153899, 6.423064], [2.004921, 2.565526, 7.908503], [4.956458, 4.045796, 5.492153], [4.003258, 2.989766, 4.407136], [0.434635, 2.925663, -2.550109], [-1.025389, 2.967908, -3.004979], [-1.563514, 1.537270, -2.953612], [-0.623568, 0.694458, -1.687876], [0.164697, -0.343153, -2.314904], [-1.479789, 0.431551, -0.550439], [0.451915, 2.063310, -1.295156], [0.827955, 3.925449, -2.354901], [1.050751, 2.465517, -3.329501], [-1.601051, 3.602929, -2.323564], [-1.124081, 3.389930, -4.007812], [-2.621432, 1.515174, -2.693584], [-1.401380, 1.015267, -3.898079], [1.445595, 1.695315, -1.040097], [0.018046, 2.595395, -0.445234], [-0.413049, -2.927134, 1.099717], [0.899387, -3.575916, 1.544978], [0.743847, -3.963186, 3.017376], [-1.002457, -4.257155, 3.275429], [-1.508980, -3.252155, 4.184079], [-1.222071, -5.669299, 3.488219], [-1.519946, -3.835006, 1.620617], [-0.462981, -2.815826, 0.014754], [-0.503221, -1.931431, 1.546521], [1.083867, -4.473428, 0.945538], [1.750093, -2.905967, 1.401659], [1.301655, -4.868915, 3.256986], [1.051087, -3.151379, 3.679084], [-2.495672, -3.350459, 1.648168], [-1.575229, -4.760032, 1.042531], [-4.132563, 0.433080, -8.144697], [-3.310532, 1.636608, -8.610270], [-2.740007, 2.312946, -7.362046], [-2.576195, 1.027705, -6.128029], [-3.487559, 1.312617, -5.043780], [-1.172049, 0.755682, -5.906498], [-3.267942, -0.285508, -7.117164], [-4.396425, -0.223608, -8.975884], [-5.060802, 0.778142, -7.677897], [-2.491403, 1.292656, -9.249872], [-3.912252, 2.334692, -9.196168], [-1.762104, 2.755323, -7.555271], [-3.420703, 3.071319, -6.971334], [-3.831965, -0.970315, -6.484371], [-2.440584, -0.812139, -7.598207], [1.514689, -2.860417, -4.121618], [2.833089, -3.602733, -3.894137], [3.407720, -3.949105, -5.269293], [2.798854, -2.697451, -6.394851], [1.917855, -3.328141, -7.351459], [3.895661, -1.847444, -6.801026], [1.803750, -1.824330, -5.199118], [1.148781, -2.393434, -3.205564], [0.751253, -3.562901, -4.472155], [3.529984, -2.950936, -3.357193], [2.692067, -4.500830, -3.288396], [4.498043, -3.932678, -5.266168], [3.051654, -4.919654, -5.618930], [0.903412, -1.437216, -5.675902], [2.403051, -1.001704, -4.803020]],
  "atomic_forces_ev_per_a": [[-0.82, 3.52, -2.11], [-0.10, -3.43, 0.96], [0.05, 1.29, -0.22], [1.98, -0.05, -0.95], [0.91, 1.43, -1.72], [0.27, -0.92, -4.15], [-1.36, -2.94, -1.40], [-1.77, -2.36, 1.90], [-0.29, 0.73, 3.91], [1.69, 3.39, 1.03], [-0.56, -1.21, -0.37], [-0.77, 0.19, 1.59], [1.23, 1.12, 0.29], [-0.06, 0.05, 0.06], [0.10, -0.42, -1.70], [-1.02, -1.83, -0.39], [-0.78, -0.79, 1.45], [-0.14, 0.67, 1.66], [0.88, 1.79, 0.51], [0.08, -0.07, 0.14], [0.05, -0.23, -0.07], [-0.23, -0.51, 0.24], [0.04, -0.02, -0.13], [-0.22, 0.01, -0.30], [0.63, 0.42, 0.43], [0.45, -0.20, -0.12], [-0.05, 0.08, 0.04], [0.01, 0.00, -0.10], [0.01, 0.06, 0.07], [-0.04, 0.07, -0.08], [0.04, 0.22, 0.01], [0.03, 0.14, -0.11], [-0.19, 0.09, -0.01], [-0.06, 0.08, 0.08], [0.07, 0.06, -0.19], [-0.06, 0.16, 0.04], [-0.20, 0.12, -0.09], [-0.28, 0.59, -0.15], [-0.08, -0.24, 0.33], [0.27, -0.52, -0.15], [0.40, 0.30, 0.10], [0.00, -0.10, 0.00], [-0.02, 0.03, 0.08], [0.06, -0.04, -0.06], [-0.02, -0.08, 0.07], [0.17, -0.21, 0.02], [0.17, 0.03, 0.59], [-0.13, -0.12, 0.06], [-0.01, -0.11, -0.03], [0.06, 0.17, -0.03], [0.09, -0.03, -0.19], [0.61, 0.10, -0.06], [-0.08, -0.43, -0.27], [-0.02, -0.57, -0.26], [-0.10, 0.41, 0.28], [-0.08, 0.22, -0.42], [-0.03, 0.06, 0.11], [-0.05, -0.05, -0.09], [-0.02, 0.06, 0.06], [-0.07, -0.08, 0.03], [-0.19, 0.07, 0.16], [-0.14, -0.09, 0.02], [0.03, -0.12, 0.14], [-0.02, 0.02, 0.13], [-0.17, 0.09, -0.03], [0.02, -0.05, -0.26], [0.01, 0.46, -0.38], [-0.21, -0.23, -0.66], [0.25, -0.01, -0.10], [-0.18, 0.10, 0.22], [-0.22, -0.34, -0.25], [0.02, 0.04, 0.10], [0.06, -0.08, -0.02], [-0.07, 0.03, 0.07], [0.09, -0.05, 0.07], [-0.06, -0.05, 0.22], [0.07, -0.13, 0.11], [0.15, 0.09, 0.11], [0.00, 0.06, 0.11], [-0.12, -0.12, 0.16], [0.02, 0.01, 0.18], [0.27, -0.45, 0.37], [0.05, 0.34, 0.09], [0.27, 0.15, -0.06], [-0.26, -0.27, -0.27], [-0.33, 0.13, 0.32], [0.00, 0.02, -0.15], [0.04, 0.08, -0.01], [-0.07, -0.04, -0.05], [0.05, 0.07, -0.06], [-0.12, 0.02, -0.22], [0.00, 0.15, -0.09], [0.14, 0.02, -0.10], [-0.03, -0.06, -0.09]],
  "lowdin_charge": [-0.019, -0.202, -0.132, -0.071, -0.140, -0.051, -0.074, -0.061, -0.049, -0.033, 0.125, 0.086, 0.110, 0.056, 0.099, 0.078, 0.079, 0.045, 0.101, -0.224, -0.215, -0.220, 0.679, -0.315, -0.350, -0.234, 0.116, 0.121, 0.120, 0.117, 0.073, 0.110, 0.109, 0.109, -0.214, -0.200, -0.243, 0.687, -0.325, -0.346, -0.229, 0.118, 0.122, 0.122, 0.114, 0.103, 0.044, 0.110, 0.098, -0.220, -0.216, -0.219, 0.685, -0.338, -0.319, -0.226, 0.115, 0.113, 0.117, 0.115, 0.105, 0.106, 0.110, 0.109, -0.220, -0.214, -0.218, 0.682, -0.311, -0.330, -0.224, 0.119, 0.122, 0.121, 0.118, 0.107, 0.109, 0.113, 0.114, -0.225, -0.219, -0.228, 0.667, -0.327, -0.332, -0.230, 0.089, 0.123, 0.118, 0.113, 0.103, 0.105, 0.101, 0.111],
  "e_tot_ha": -3939.49949,
  "orbital_gap_ha": 0.3133,
  "lumo_ev": 0.158
}


{
  "formula": "H40O20",
  "method": "ωB97M-V with the def2-TZVPD basis set",
  "symbols": ["O", "H", "H", "O", "H", "H", "O", "H", "H", "O", "H", "H", "O", "H", "H", "O", "H", "H", "O", "H", "H", "O", "H", "H", "O", "H", "H", "O", "H", "H", "O", "H", "H", "O", "H", "H", "O", "H", "H", "O", "H", "H", "O", "H", "H", "O", "H", "H", "O", "H", "H", "O", "H", "H", "O", "H", "H", "O", "H", "H"],
  "coordinates": [[2.451169, 2.992936, 0.528061], [3.078315, 3.646026, 0.217576], [1.978793, 2.720773, -0.258718], [-2.554548, -0.647010, 0.681996], [-3.261865, -0.045911, 0.915655], [-1.954504, -0.118541, 0.155774], [1.936612, 1.217903, -1.777633], [2.840111, 0.902343, -1.758745], [1.803068, 1.509530, -2.679494], [-1.474596, -1.083503, -2.113707], [-0.869447, -1.819801, -2.202607], [-2.129262, -1.227067, -2.797099], [-0.239041, 0.559819, -0.267748], [0.511576, 0.747243, -0.831369], [-0.727117, -0.117836, -0.735523], [-1.542867, -0.001866, 3.233289], [-0.869375, 0.619527, 2.956681], [-1.816808, -0.434616, 2.424640], [4.545502, -2.417011, -1.138966], [4.131146, -1.784526, -1.725902], [4.844810, -3.119615, -1.716015], [3.237282, -1.116276, 3.088342], [3.610810, -0.486221, 2.472107], [3.788019, -1.894127, 2.999646], [-2.863131, -3.336156, 1.139214], [-2.740222, -2.406048, 0.949491], [-2.160376, -3.773975, 0.658903], [0.396864, 1.771881, 2.000681], [0.961154, 2.433542, 1.600656], [-0.036574, 1.346907, 1.260573], [-0.628788, 2.990684, 4.083984], [0.113734, 3.572991, 4.244684], [-0.438694, 2.587573, 3.236877], [-0.090988, -3.310920, -2.977622], [0.686677, -3.748448, -3.324106], [-0.788127, -3.537576, -3.593122], [-4.575173, -4.156689, -0.931155], [-4.570838, -3.834799, -1.832596], [-3.763759, -3.819097, -0.551861], [-3.369936, 1.777766, -3.960969], [-4.109005, 1.866794, -3.359240], [-3.039435, 2.669611, -4.068747], [-2.226794, 4.339246, -1.138838], [-3.065324, 3.972690, -0.858249], [-1.740672, 4.476295, -0.325734], [-1.418513, -4.411190, -0.770916], [-0.997657, -3.825468, -1.400227], [-0.809013, -5.143637, -0.680001], [2.314574, 1.306783, 3.950257], [1.674594, 1.688312, 3.349340], [2.470840, 0.426850, 3.607423], [-4.226416, 1.212194, 1.238193], [-4.501140, 1.985431, 0.745382], [-5.025003, 0.693567, 1.335779], [4.705849, 0.979541, -1.686600], [4.684515, 0.712373, -2.605506], [5.530505, 1.456712, -1.594491], [4.249970, 0.633309, 1.180763], [4.492731, 0.479415, 0.267751], [3.585786, 1.321364, 1.139787]],
  "atomic_forces_ev_per_a": [[0.07, 0.02, 0.28], [0.18, 0.29, 0.10], [-0.12, -0.31, -0.55], [0.45, -0.90, -0.29], [-0.21, 0.52, 0.06], [-0.36, 0.10, 0.28], [-0.35, 0.14, -0.20], [0.45, 0.06, 0.48], [-0.29, 0.15, -0.27], [-0.03, 0.14, 0.07], [0.38, -0.17, -0.10], [-0.31, 0.27, -0.06], [-0.18, 0.23, 0.42], [0.45, 0.06, -0.33], [0.09, -0.31, -0.70], [-0.11, 0.02, 0.50], [0.17, -0.02, 0.30], [-0.09, -0.26, -0.32], [0.01, 0.05, 0.14], [-0.13, 0.17, -0.03], [0.14, -0.25, -0.09], [-0.25, -0.55, 0.30], [0.47, 0.26, -0.64], [0.02, -0.17, 0.09], [-0.57, -0.37, 0.43], [0.11, 0.62, 0.04], [0.32, -0.14, 0.00], [0.05, 0.35, 0.08], [0.37, 0.38, -0.10], [-0.27, -0.63, -0.67], [-0.53, 0.65, 0.69], [0.18, 0.07, 0.18], [0.06, -0.22, -0.30], [0.10, 0.07, -0.11], [0.34, -0.09, 0.05], [-0.30, -0.15, -0.28], [-0.60, -0.21, -0.59], [-0.11, -0.01, -0.22], [0.34, 0.15, 0.82], [0.05, -0.27, -0.12], [-0.19, -0.02, 0.13], [0.15, 0.24, 0.00], [0.03, 0.03, -0.34], [-0.15, -0.06, 0.08], [0.16, 0.03, 0.26], [0.02, -0.37, -0.13], [0.28, 0.10, -0.12], [0.11, -0.26, 0.09], [0.44, 0.72, 0.24], [-0.25, -0.25, 0.13], [-0.12, -0.43, 0.30], [-0.38, 0.41, 0.14], [0.01, 0.20, -0.10], [-0.42, -0.15, 0.23], [-0.18, -0.17, -0.17], [0.26, -0.14, -0.36], [0.29, 0.22, 0.19], [0.34, -0.11, 0.12], [0.03, -0.26, -0.17], [-0.39, 0.52, 0.12]],
  "nbo_charge": [-0.968, 0.486, 0.493, -0.981, 0.495, 0.474, -0.969, 0.498, 0.485, -0.966, 0.486, 0.485, -0.999, 0.502, 0.493, -0.957, 0.463, 0.474, -0.922, 0.456, 0.467, -0.976, 0.494, 0.474, -0.990, 0.489, 0.478, -1.003, 0.495, 0.515, -0.959, 0.453, 0.477, -0.962, 0.498, 0.490, -0.951, 0.441, 0.491, -0.940, 0.467, 0.473, -0.939, 0.463, 0.477, -0.953, 0.483, 0.479, -0.971, 0.467, 0.483, -0.924, 0.477, 0.486, -0.968, 0.480, 0.505, -0.967, 0.478, 0.495],
  "e_tot_ha": -1528.74465,
  "orbital_gap_ha": 0.2990,
  "lumo_ev": -1.161,
  "relative_energy_kcal_mol": 86.80
}


Number 1: strongest force on any atom 0.083 hartree/bohr. Number 2: strongest force on any atom 0.021 hartree/bohr.